No. 1
Computed, not measured: an isolated molecule of C6H11NO, with wB97M-V/def2-TZVPD.

- electronic energy (hartree) = -365.112502
- SMILES string = C=CCC[C@H](N)C=O
- HOMO level (eV) = -9.20
- frontier orbital gap (Ha) = 0.3703
- LUMO (eV) = 0.88
- ΔE to the lowest compared entry with this formula, charge and spin (eV) = 3.237
- 2S+1 = 1

Each line ends with the Löwdin charge.
Atoms and positions in Å:
C: 1.15215 -1.32195 -2.14523  -0.008
C: 1.34691 -0.41257 -1.16574  -0.280
C: 0.88071 0.93606 -1.08367  -0.186
C: -0.34031 1.09320 0.00392  -0.118
C: -0.34622 -0.04601 1.00409  -0.432
N: -1.09440 -1.20821 0.54795  0.085
C: -1.04362 0.53950 2.20252  -0.244
O: -2.14581 0.39619 2.71397  0.042
H: 0.46027 -1.22463 -3.02943  0.070
H: 1.35572 -2.42972 -2.00734  0.069
H: 2.10309 -0.70832 -0.34493  0.129
H: 1.70835 1.53291 -0.74748  0.098
H: 0.48954 1.24690 -2.11332  0.135
H: -1.46165 1.10394 -0.40163  0.164
H: -0.32290 2.02474 0.49797  0.075
H: 0.66850 -0.25763 1.35790  0.144
H: -2.04132 -0.82674 0.74265  0.091
H: -0.83395 -1.81714 1.23408  0.039
H: -0.53505 1.37948 2.73374  0.127

---

No. 2
Computed, not measured: C4H11P4 as an isolated structure, with wB97M-V/def2-TZVPD.

- electronic energy (hartree) = -1524.071864
- charge = +1
- HOMO level (eV) = -12.40
- frontier orbital gap (Ha) = 0.2868
- LUMO (eV) = -4.59
- ΔE to the lowest compared entry with this formula, charge and spin (eV) = 1.707
- 2S+1 = 1

Each line ends with the Löwdin charge.
Atoms and positions in Å:
C: 2.99352 0.15632 -0.28083  -0.848
C: -0.36467 2.24257 -0.83199  -0.097
C: 0.33339 -2.03634 1.67304  -0.276
C: -0.89576 -1.21971 -0.87811  -0.267
P: 2.26483 -1.31712 -0.70823  0.786
P: 2.29359 1.70026 0.26114  0.494
P: 0.49539 1.24330 1.22951  0.531
P: 0.40131 -0.76909 0.31546  0.405
H: 3.92561 0.23674 -0.82130  -0.009
H: -1.39552 2.14172 -0.72844  -0.019
H: 0.20489 1.46526 -1.43631  -0.009
H: 0.28347 3.16061 -0.56265  0.014
H: 1.33762 -2.05931 2.17088  0.069
H: 0.23126 -3.04262 1.36230  0.035
H: -0.49292 -1.89911 2.32125  0.034
H: -0.63618 -0.70377 -1.77167  0.021
H: -1.84331 -0.99470 -0.38400  0.062
H: -0.76320 -2.32875 -1.03614  0.083
H: 3.32573 2.02031 1.35615  -0.008

---

No. 3
Computed, not measured: C18H30AlBrClFLiN3O7P as an isolated structure, with wB97M-V/def2-TZVPD.

- electronic energy (hartree) = -5119.200901
- charge = +3
- HOMO level (eV) = -13.43
- frontier orbital gap (Ha) = 0.0626
- LUMO (eV) = -11.73
- 2S+1 = 1

Each line ends with the Löwdin charge.
Atoms and positions in Å:
C: 3.96457 -2.26442 2.14066  -0.035
C: 3.23531 -1.88426 0.86248  -0.227
O: 2.92434 -0.44697 0.81728  -0.210
P: 3.34966 0.32039 -0.49144  0.501
O: 4.71781 0.09834 -0.93165  -0.278
C: 2.12674 -0.00119 -1.83009  -0.163
C: 0.98457 -0.91351 -1.33943  -0.211
C: -0.21151 -0.96015 -2.29388  -0.083
N: -1.23401 -1.88821 -1.72525  -0.079
C: -2.33322 -1.39535 -1.16724  0.086
C: -3.25905 -2.28840 -0.61414  -0.099
C: -4.51913 -1.81161 0.05645  -0.142
O: -4.90269 -0.54627 -0.43710  -0.137
C: -5.42575 0.32154 0.53957  -0.132
C: -2.92701 -3.62165 -0.70193  0.071
C: -1.75446 -4.02733 -1.33953  -0.005
N: -0.91240 -3.15399 -1.85036  0.175
O: 3.16773 1.88533 -0.06036  -0.172
C: 2.03384 2.26369 0.66518  -0.216
C: 1.45082 3.58786 0.08852  -0.171
H: 4.49199 -1.43079 2.59058  0.092
H: 3.25155 -2.70398 2.83267  0.082
H: 4.65091 -3.07209 1.89378  0.045
H: 3.75512 -2.20331 -0.03905  0.117
H: 2.27671 -2.40322 0.85085  0.107
H: 2.71387 -0.53248 -2.57632  0.111
H: 1.78803 0.93595 -2.27099  0.088
H: 1.38052 -1.92668 -1.29911  0.111
H: 0.63359 -0.65717 -0.33885  0.107
H: 0.09791 -1.37675 -3.24843  0.147
H: -0.66923 0.01084 -2.45657  0.129
H: -2.48455 -0.32904 -1.13403  0.155
H: -5.30132 -2.55574 -0.10930  0.153
H: -4.32686 -1.80063 1.13419  0.150
H: -5.88873 -0.22879 1.37388  0.094
H: -4.60980 0.93790 0.92592  0.088
H: -6.18225 0.97353 0.08632  0.080
H: -3.57159 -4.38210 -0.27980  0.147
H: -1.51121 -5.07647 -1.40979  0.145
H: 1.24096 1.51560 0.66563  0.116
H: 2.25860 2.49679 1.71116  0.166
H: 1.78107 3.50586 -1.09829  -0.079
H: 1.92614 4.45948 0.52733  0.119
H: 0.37691 3.63079 0.23262  0.053
C: 7.85730 -3.60443 1.42128  -0.170
C: 6.73251 -4.47950 1.13576  -0.280
N: 5.81388 -5.13185 0.91197  0.126
H: 8.54705 -3.57626 0.58884  0.042
H: 7.51366 -2.58601 1.60929  -0.035
H: 8.41464 -3.94545 2.29522  0.097
C: -6.26101 4.67556 0.78845  -0.027
C: -5.37877 5.68256 0.08093  -0.286
O: -4.06690 5.19282 0.39733  0.170
C: -4.14475 3.87241 0.56839  -0.554
O: -3.22927 3.11480 0.57849  0.166
O: -5.44940 3.46770 0.72077  -0.017
F: -5.52670 6.90825 0.58621  0.133
H: -6.42285 4.94880 1.83261  0.152
H: -7.22219 4.53262 0.29793  0.148
H: -5.50056 5.71616 -1.00255  0.187
Br: 0.67302 4.32603 -2.04686  0.816
Cl: 8.30100 -1.08709 0.28656  0.066
Li: -7.03856 1.75695 1.88869  0.891
Al: 7.83340 -0.84538 -1.89149  0.379

---

No. 4
Computed, not measured: C9H17HgN3OP as an isolated structure, with wB97M-V/def2-TZVPD.

- electronic energy (hartree) = -1086.932842
- charge = +1
- HOMO level (eV) = -11.29
- frontier orbital gap (Ha) = 0.1255
- LUMO (eV) = -7.87
- 2S+1 = 1

Each line ends with the Löwdin charge.
Atoms and positions in Å:
C: -0.88262 -2.53808 -1.55248  -0.195
C: -1.84738 -1.39819 -1.18781  -0.533
O: -3.01575 -1.59618 -1.00218  0.129
N: -1.20441 -0.10898 -1.06537  -0.227
C: -1.91102 0.95329 -1.81434  -0.094
P: -0.84363 0.31443 0.65930  0.685
C: -0.39210 0.76341 2.66615  -0.160
N: -1.40975 1.47136 3.22602  0.122
C: 1.00124 0.35211 0.31754  -0.405
C: 1.53239 1.41907 -0.36230  -0.076
C: 2.85602 1.51196 -0.71391  -0.025
C: 3.63341 0.43714 -0.32869  -0.026
C: 3.01613 -0.56963 0.37346  -0.130
N: 1.74876 -0.65087 0.69924  0.110
H: -1.42881 -3.46192 -1.71568  0.023
H: -0.16200 -2.64401 -0.74148  -0.078
H: -0.29887 -2.25425 -2.43058  0.062
H: -1.14023 1.57941 -2.27677  0.081
H: -2.51942 1.61546 -1.19859  0.079
H: -2.46364 0.50580 -2.63798  0.100
H: -0.93596 1.73903 0.42478  0.023
H: -2.25224 0.29759 0.99948  0.034
H: -0.79189 -1.10131 1.01261  0.048
H: 0.53092 1.33583 2.71109  0.127
H: -0.32996 -0.18612 3.19872  0.131
H: -1.57573 2.35054 2.73815  0.135
H: -2.28684 0.95695 3.18082  0.131
H: 0.86350 2.22429 -0.65432  0.104
H: 3.25481 2.34219 -1.27680  0.125
H: 4.68799 0.40612 -0.55692  0.122
H: 3.65105 -1.39202 0.69584  0.122
Hg: 0.91603 -4.67444 -1.38700  0.453

---

No. 5
Computed, not measured: a 2-piece molecular cluster, C4H10N4 overall, with wB97M-V/def2-TZVPD.

- electronic energy (hartree) = -377.140686
- HOMO level (alpha / beta) (eV) = -8.66 / -8.46
- frontier orbital gap (alpha / beta) (Ha) = 0.3220 / 0.3245
- LUMO (alpha / beta) (eV) = 0.10 / 0.37
- ΔE to the lowest compared entry with this formula, charge and spin (eV) = 8.330
- 2S+1 = 1

Each line ends with the Löwdin charge.
Atoms and positions in Å:
C: -0.12284 0.81495 -0.37291  -0.252
C: -1.21798 -0.17107 0.01498  -0.525
C: 1.45213 1.02635 1.97896  0.091
C: -2.14832 -0.63957 -1.12833  -0.015
N: -0.40880 2.14103 -1.00466  0.047
N: 0.44600 0.98101 -1.60998  0.029
N: -1.82320 0.06258 1.26726  0.005
N: -0.87730 -1.01463 1.18233  0.040
H: 0.85850 0.37897 2.51568  -0.065
H: 1.31451 2.14328 2.20540  0.037
H: 2.25272 0.61935 1.43268  -0.029
H: -2.27388 0.21909 -1.87190  0.083
H: -3.06468 -0.88871 -0.56567  0.078
H: -1.76769 -1.51013 -1.72923  0.088
H: -1.21415 2.20106 -1.71174  0.097
H: 1.43843 1.18348 -1.61591  0.092
H: -1.28174 0.86712 1.78620  0.128
H: -1.41411 -1.84159 1.16318  0.071

---

No. 6
Computed, not measured: C16H17Cl3N3OPRuS4SbSe2Si as an isolated structure, with wB97M-V/def2-TZVPD.

- electronic energy (hartree) = -9602.026747
- charge = -2
- HOMO level (alpha / beta) (eV) = -1.44 / -1.45
- frontier orbital gap (alpha / beta) (Ha) = 0.1849 / 0.1853
- LUMO (alpha / beta) (eV) = 3.59 / 3.59
- ΔE to the lowest compared entry with this formula, charge and spin (eV) = 0.000
- 2S+1 = 2

Each line ends with the Löwdin charge.
Atoms and positions in Å:
Ru: -1.67064 1.11588 -1.54155  0.082
Se: -1.50740 0.94761 1.24625  0.344
P: 0.59258 0.91069 0.78091  0.134
Se: 1.03114 0.89830 -1.32180  0.288
C: 1.45707 2.33487 1.53777  -0.393
C: 2.85048 2.35617 1.54360  -0.099
C: 3.52961 3.43864 2.07322  -0.096
C: 2.82016 4.51719 2.58997  -0.106
C: 1.43512 4.50578 2.57030  -0.087
C: 0.75179 3.41488 2.04731  -0.100
C: 1.37883 -0.48499 1.68156  -0.396
C: 2.08790 -1.46825 1.00675  -0.116
C: 2.62266 -2.54771 1.70035  -0.101
C: 2.45175 -2.64606 3.07234  -0.112
C: 1.74728 -1.65840 3.75390  -0.097
C: 1.21236 -0.58664 3.06183  -0.103
H: 3.40100 1.52717 1.11321  0.104
H: 4.61275 3.45140 2.06952  0.094
H: 3.35118 5.37132 2.99294  0.091
H: 0.87863 5.35321 2.95077  0.098
H: -0.33083 3.39923 2.01353  0.060
H: 2.21392 -1.36925 -0.06602  0.051
H: 3.17479 -3.31160 1.16580  0.093
H: 2.86271 -3.49023 3.61322  0.090
H: 1.61166 -1.73044 4.82626  0.095
H: 0.64732 0.17603 3.58569  0.101
S: -2.27150 4.46908 -5.31581  -0.340
Sb: -1.07538 3.12406 -3.92626  -0.218
S: -1.66606 0.81394 -3.93579  -0.061
S: -1.60778 3.38191 -1.57845  -0.083
S: 1.20753 3.23994 -4.15194  -0.367
C: -0.94180 -4.44952 -2.16633  -0.049
N: -1.11846 -3.23772 -1.39387  -0.086
C: -2.29049 -3.12453 -0.53094  -0.024
C: -2.60873 -1.65202 -0.63003  -0.559
O: -3.55042 -1.07672 -0.10735  -0.205
N: -1.70773 -1.05242 -1.44926  -0.015
C: -0.94756 -2.00673 -1.97244  -0.419
N: -0.14987 -1.79668 -3.01761  0.166
H: -0.92276 -5.30115 -1.48731  0.086
H: 0.00467 -4.42188 -2.70097  0.077
H: -1.75025 -4.58436 -2.89361  0.098
H: -2.08744 -3.42277 0.49847  0.138
H: -3.13466 -3.69797 -0.92590  0.140
H: -0.17141 -0.81937 -3.36299  -0.037
H: 0.73856 -2.26706 -3.05430  0.109
Cl: -5.21346 1.20756 0.37251  0.145
Si: -4.02204 0.74009 -1.32072  -0.573
Cl: -4.90142 2.31372 -2.54542  0.020
Cl: -5.02541 -0.80417 -2.47131  0.142